[1]
Molecular formula: C5H17NO2
Method: DFT, ωB97M-V/def2-TZVPD

The geometry in XYZ format:
```
25
Properties=species:S:1:pos:R:3
C 1.45 -0.38 -0.82
C 0.00 -0.03 -0.44
C 0.01 1.42 0.12
C -1.34 1.79 0.61
C 0.60 2.39 -0.92
N -0.85 -0.34 -1.59
H 1.70 -0.50 -1.85
H 2.16 0.31 -0.38
H 1.66 -1.46 -0.33
H -0.36 -0.73 0.31
H 0.77 1.40 0.90
H -1.57 1.15 1.55
H -2.13 1.50 -0.09
H -1.36 2.85 0.84
H 0.37 3.45 -0.70
H 1.69 2.40 -1.08
H 0.05 2.14 -1.83
H -1.78 -0.60 -1.28
H -0.86 0.30 -2.38
H 1.43 -3.34 1.09
H 2.04 -2.41 2.25
O 1.23 -2.57 1.74
H -1.59 -2.34 0.93
H -1.27 -3.38 1.91
O -2.05 -3.01 1.44
```

Results
E in hartree: -405.9005
Strongest force on any atom in eV Å⁻¹: 4.0
E_LUMO in eV: 0.45
SMILES: CC(C)[C@H](C)N.O.O
HOMO in Ha: -0.330
Total charge: 0
Frontier orbital gap in eV: 9.434
Multiplicity: 1

***

[2]
Molecular formula: C5H17NO2
Method: DFT, ωB97M-V/def2-TZVPD

The geometry in XYZ format:
```
25
Properties=species:S:1:pos:R:3
C -1.16 -0.60 0.86
C -1.17 -0.02 2.26
C 0.06 0.00 0.11
N 1.11 -1.01 0.18
C 0.93 -2.11 -0.77
C 2.47 -0.49 0.21
H -2.00 -0.56 0.11
H -1.11 -1.74 1.04
H -0.41 -0.60 2.87
H -0.90 1.07 2.11
H -2.25 -0.12 2.61
H 0.45 0.93 0.52
H -0.19 0.36 -0.94
H 1.76 -2.92 -0.79
H 0.85 -1.75 -1.75
H 0.01 -2.83 -0.40
H 2.79 -0.36 1.24
H 3.35 -1.18 -0.29
H 2.80 0.58 -0.17
H -2.70 2.20 -0.11
H -1.59 2.08 -1.10
O -2.42 2.52 -0.91
H 0.18 2.79 -2.03
H -0.73 1.90 -2.83
O -0.10 1.85 -2.05
```

Results
E in hartree: -405.8244
Strongest force on any atom in eV Å⁻¹: 4.3
E_LUMO in eV: 0.48
SMILES: CCCN(C)C.O.O
HOMO in Ha: -0.296
Total charge: 0
Frontier orbital gap in eV: 8.525
Multiplicity: 1

***

[3]
Molecular formula: C5H17NO3
Method: DFT, ωB97M-V/def2-TZVPD

The geometry in XYZ format:
```
26
Properties=species:S:1:pos:R:3
C -1.10 0.60 -1.00
C -1.45 -0.83 -1.23
O -2.22 -1.32 -0.06
C 0.31 1.11 -1.48
N 1.53 0.53 -0.91
C 1.44 -0.83 -0.48
C 2.00 1.48 0.18
H -1.19 1.08 -0.01
H -1.89 1.03 -1.61
H -0.70 -1.62 -1.69
H -2.14 -1.01 -2.08
H -1.92 -2.21 0.22
H 0.28 0.92 -2.55
H 0.24 2.25 -1.17
H 2.54 -1.18 -0.63
H 1.45 -0.98 0.59
H 0.66 -1.64 -0.85
H 1.51 1.35 1.18
H 3.07 1.45 0.29
H 2.00 2.58 -0.19
H -1.92 0.95 2.84
H -1.47 0.62 1.46
O -1.17 0.65 2.34
H 0.36 -0.86 2.19
H -0.52 -2.26 2.50
O 0.30 -1.84 2.16
```

Results
E in hartree: -481.0345
Strongest force on any atom in eV Å⁻¹: 4.2
E_LUMO in eV: 0.60
SMILES: CN(C)CCCO.O.O
HOMO in Ha: -0.301
Total charge: 0
Frontier orbital gap in eV: 8.785
Multiplicity: 1

***

[4]
Molecular formula: C5H17NO4
Method: DFT, ωB97M-V/def2-TZVPD

The geometry in XYZ format:
```
27
Properties=species:S:1:pos:R:3
C 0.70 0.18 -0.96
C -0.05 0.42 -2.31
C 1.36 1.48 -0.57
N 0.90 2.05 0.60
C 0.46 1.27 1.79
C 1.30 0.07 2.18
O 2.17 2.06 -1.28
H -0.11 0.03 -0.27
H 1.34 -0.69 -0.98
H -0.97 0.90 -2.02
H 0.51 1.07 -2.98
H -0.18 -0.52 -2.85
H 1.04 3.01 0.67
H 0.38 2.01 2.57
H -0.51 0.88 1.48
H 1.09 -0.81 1.58
H 1.25 -0.05 3.25
H 2.36 0.22 1.95
H -2.65 -1.30 -1.49
H -3.69 -0.37 -1.05
O -2.92 -0.39 -1.63
H -1.70 -1.56 0.91
H -1.71 -0.23 0.32
O -1.98 -0.65 1.14
H 0.42 -3.22 -0.78
H 0.81 -3.18 0.72
O 0.39 -2.66 0.02
```

Results
E in hartree: -556.3913
Strongest force on any atom in eV Å⁻¹: 2.0
E_LUMO (alpha / beta) in eV: 3.32 / 3.24
HOMO (alpha / beta) in Ha: 0.010 / -0.234
Total charge: -1
Frontier orbital gap (alpha / beta) in eV: 3.043 / 9.613
Multiplicity: 2